--- A ---
Formula: C4H12
Source: OMol25
Level of theory: the ωB97M-V functional and the def2-TZVPD basis

ORCA input file:
```
! RIJCOSX wB97M-V def2-TZVPD def2/J DEFGRID3
* xyz -1 2
C 1.216 2.623 -0.767
C 1.273 1.539 0.293
C -1.727 -2.058 -0.418
C -0.847 -2.073 0.823
H -0.589 -1.114 1.274
H -2.765 -2.338 -0.255
H -1.394 -2.792 -1.157
H 0.748 2.375 -1.732
H -1.594 -1.040 -0.798
H 0.944 1.868 1.273
H 0.017 -2.743 0.868
H 0.658 3.489 -0.400
H 0.928 0.549 -0.005
H -1.359 -2.516 1.706
H 2.328 1.258 0.481
H 2.165 2.976 -1.186
*
```

Computed properties:
Kohn-Sham gap (alpha / beta)   2.77 / 12.01 eV
E_LUMO (alpha / beta)   4.33 / 4.49 eV

These are the natural (NBO) partial charges, in e, on atoms 1 to 8: number 1, C, carries -0.762; number 2, C, carries -0.928; number 3, C, carries -0.789; number 4, C, carries -0.865; number 5, H, carries 0.206; number 6, H, carries 0.191; number 7, H, carries 0.192; number 8, H, carries 0.197


--- B ---
Formula: C4H12
Source: OMol25
Level of theory: the ωB97M-V functional and the def2-TZVPD basis

ORCA input file:
```
! RIJCOSX wB97M-V def2-TZVPD def2/J DEFGRID3
* xyz -1 2
C -1.445 -0.578 0.510
C 1.243 1.990 -0.699
C 1.512 0.664 -0.192
C -1.294 -2.084 0.382
H -1.898 -0.027 -0.383
H 2.521 0.812 0.322
H -0.413 -2.494 -0.044
H 1.564 -0.269 -0.799
H -2.115 -2.459 -0.273
H 0.522 2.527 0.007
H -0.994 -2.679 1.261
H 0.666 2.029 -1.746
H 2.021 2.613 -0.911
H -0.566 -0.045 0.735
H -2.043 -0.243 1.411
H 0.639 0.285 0.418
*
```

Computed properties:
Kohn-Sham gap (alpha / beta)   2.61 / 10.73 eV
E_LUMO (alpha / beta)   4.14 / 4.09 eV

These are the natural (NBO) partial charges, in e, on atoms 1 to 8: number 1, C, carries -0.712; number 2, C, carries -0.641; number 3, C, carries -0.846; number 4, C, carries -1.098; number 5, H, carries 0.188; number 6, H, carries 0.188; number 7, H, carries 0.201; number 8, H, carries 0.209


Pick A: it beats the second-best structure by 1.391 eV.


--- A ---
Formula: C4H12
Source: OMol25
Level of theory: the ωB97M-V functional and the def2-TZVPD basis

ORCA input file:
```
! RIJCOSX wB97M-V def2-TZVPD def2/J DEFGRID3
* xyz -1 2
C 1.838 1.945 -0.124
C -1.870 -0.670 -0.235
C -1.720 -2.126 -0.502
C 1.716 0.806 0.872
H 2.595 0.793 1.580
H -1.298 -0.221 -1.138
H 1.616 -0.161 0.481
H 0.925 0.844 1.545
H -2.239 -2.392 -1.401
H 2.506 2.796 0.208
H 2.340 1.420 -1.043
H -2.270 -2.486 0.492
H 0.893 2.398 -0.381
H -1.454 -0.064 0.577
H -2.951 -0.308 -0.523
H -0.627 -2.574 -0.407
*
```

Computed properties:
Kohn-Sham gap (alpha / beta)   2.89 / 11.05 eV
E_LUMO (alpha / beta)   4.37 / 4.40 eV

These are the natural (NBO) partial charges, in e, on atoms 1 to 8: number 1, C, carries -0.710; number 2, C, carries -0.916; number 3, C, carries -0.779; number 4, C, carries -0.864; number 5, H, carries 0.175; number 6, H, carries 0.169; number 7, H, carries 0.199; number 8, H, carries 0.197


--- B ---
Formula: C4H12
Source: OMol25
Level of theory: the ωB97M-V functional and the def2-TZVPD basis

ORCA input file:
```
! RIJCOSX wB97M-V def2-TZVPD def2/J DEFGRID3
* xyz -1 2
C 0.316 -1.380 -0.872
C 0.087 1.727 1.221
C 0.491 -1.567 -2.384
C -1.097 1.346 2.087
H 0.836 -0.474 -0.505
H 0.070 1.586 0.121
H 1.048 1.134 1.575
H -2.155 1.490 1.658
H 0.903 -2.232 -0.410
H 1.578 -1.734 -2.742
H -1.165 0.220 2.067
H 0.522 2.735 1.387
H -0.102 -2.407 -2.813
H -0.719 -1.475 -0.506
H 0.344 -0.699 -3.041
H -0.956 1.731 3.156
*
```

Computed properties:
Kohn-Sham gap (alpha / beta)   2.74 / 11.68 eV
E_LUMO (alpha / beta)   4.26 / 4.40 eV

These are the natural (NBO) partial charges, in e, on atoms 1 to 8: number 1, C, carries -0.900; number 2, C, carries -0.892; number 3, C, carries -0.784; number 4, C, carries -0.736; number 5, H, carries 0.207; number 6, H, carries 0.208; number 7, H, carries 0.176; number 8, H, carries 0.200


--- C ---
Formula: C4H12
Source: OMol25
Level of theory: the ωB97M-V functional and the def2-TZVPD basis

ORCA input file:
```
! RIJCOSX wB97M-V def2-TZVPD def2/J DEFGRID3
* xyz -1 2
C -0.573 0.219 -1.714
C 1.440 -0.492 1.166
C 1.052 0.745 1.979
C -1.908 -0.452 -1.372
H -1.963 -1.115 -0.537
H 0.304 1.295 1.430
H 2.187 -0.197 0.490
H 0.094 -0.566 -2.339
H 1.963 1.418 2.136
H 0.166 0.509 -0.958
H -2.658 0.350 -1.265
H -0.740 0.969 -2.568
H 0.444 -0.827 0.719
H 1.598 -1.466 1.706
H 0.882 0.542 3.081
H -2.339 -1.030 -2.252
*
```

Computed properties:
Kohn-Sham gap (alpha / beta)   2.80 / 11.89 eV
E_LUMO (alpha / beta)   4.34 / 4.52 eV

These are the natural (NBO) partial charges, in e, on atoms 1 to 8: number 1, C, carries -0.771; number 2, C, carries -0.959; number 3, C, carries -0.767; number 4, C, carries -0.801; number 5, H, carries 0.206; number 6, H, carries 0.202; number 7, H, carries 0.195; number 8, H, carries 0.170


Pick B: it beats the second-best structure by 0.292 eV.


--- A ---
Formula: C3H5ClO
Source: OMol25
Level of theory: the ωB97M-V functional and the def2-TZVPD basis

ORCA input file:
```
! RIJCOSX wB97M-V def2-TZVPD def2/J DEFGRID3
* xyz 0 1
Cl 0.715 -1.575 -0.523
O -1.161 1.326 0.600
C -0.727 1.174 -0.620
C 0.592 0.308 -0.231
C -0.208 0.560 1.285
H 0.436 1.083 1.983
H -0.617 -0.376 1.610
H 1.524 0.745 -0.084
H -1.548 0.409 -0.894
H -0.598 2.061 -1.132
*
```

Computed properties:
Kohn-Sham gap   10.82 eV
E_LUMO   0.97 eV

These are the natural (NBO) partial charges, in e, on atoms 1 to 8: number 1, Cl, carries -0.109; number 2, O, carries -0.543; number 3, C, carries -0.053; number 4, C, carries -0.188; number 5, C, carries -0.051; number 6, H, carries 0.179; number 7, H, carries 0.183; number 8, H, carries 0.203


--- B ---
Formula: C3H5ClO
Source: OMol25
Level of theory: the ωB97M-V functional and the def2-TZVPD basis

ORCA input file:
```
! RIJCOSX wB97M-V def2-TZVPD def2/J DEFGRID3
* xyz 0 1
Cl -2.424 -0.445 0.003
O 1.564 -0.719 0.316
C -0.789 -0.271 0.561
C 0.354 -0.564 -0.432
C -0.083 0.936 -0.102
H -0.802 -0.281 1.623
H 0.015 -1.218 -1.349
H -0.670 1.864 -0.622
H 0.667 1.361 0.622
H 2.168 -0.664 -0.620
*
```

Computed properties:
Kohn-Sham gap   10.43 eV
E_LUMO   0.68 eV

These are the natural (NBO) partial charges, in e, on atoms 1 to 8: number 1, Cl, carries -0.036; number 2, O, carries -0.676; number 3, C, carries -0.274; number 4, C, carries 0.048; number 5, C, carries -0.467; number 6, H, carries 0.233; number 7, H, carries 0.228; number 8, H, carries 0.241


Pick B: it beats the second-best structure by 0.177 eV.